1) {"formula": "C10H12N2O", "method": "ωB97M-V/def2-TZVPD", "species": ["C", "C", "C", "C", "C", "C", "C", "C", "C", "C", "H", "H", "H", "H", "H", "H", "H", "H", "H", "H", "H", "H", "N", "N", "O"], "xyz": [[1.2171, 1.5757, 3.0688], [0.3386, 0.3121, 3.2696], [-0.1460, -0.1852, 1.8345], [0.2261, -0.0752, -0.5414], [0.2208, 1.0437, -1.3441], [-0.3463, 1.2566, -2.6115], [-0.8401, -0.0106, -3.1325], [-0.9634, -1.1073, -2.3829], [-0.3457, -1.2810, -1.1484], [-1.5374, -0.0201, -4.4248], [0.9140, 2.4362, 1.9590], [2.4270, 0.8347, 2.7240], [1.6856, 2.4384, 4.1363], [-0.7281, 0.7366, 3.7058], [0.7478, -0.5516, 4.2093], [-0.5936, -1.4014, 1.7255], [-0.8803, 0.6441, 1.7309], [0.7704, 2.0083, -1.1382], [-0.0960, 1.9745, -3.3870], [-1.4294, -2.0615, -2.7870], [0.2005, -3.4127, -0.7308], [0.4682, -2.1044, 0.2391], [-0.2377, -2.5166, -0.2665], [-2.0066, -0.3644, -5.4439], [0.9343, -0.1690, 0.7360]], "lumo_energy_ha": 0.0079, "homo_energy_ev": -9.1, "homo_lumo_gap_ev": 9.3}

***

2) {"formula": "C10H12N2O", "method": "ωB97M-V/def2-TZVPD", "species": ["C", "C", "C", "C", "C", "C", "C", "C", "C", "C", "N", "N", "O", "H", "H", "H", "H", "H", "H", "H", "H", "H", "H", "H", "H"], "xyz": [[1.6248, 0.2373, 0.0062], [2.7556, -0.3456, 0.3345], [-0.5162, 1.5070, -0.6414], [-2.5653, 0.4339, 0.3473], [0.5639, 0.8306, -0.3114], [-1.8183, 1.4920, 0.0183], [-1.4996, -1.6838, 0.4487], [4.0345, -0.1507, -0.4097], [-2.3625, 2.8689, 0.3098], [-0.5828, -2.6019, 0.5952], [-2.4069, -0.9399, -0.0327], [0.4357, -2.8775, -0.3040], [-3.3596, -1.3448, -0.7748], [-0.4274, 2.2322, -1.4458], [-3.5550, 0.6022, 0.7543], [4.3571, -1.0949, -0.8526], [3.9197, 0.5880, -1.1971], [4.8184, 0.1736, 0.2733], [-3.4492, 2.8709, 0.2817], [-2.0459, 3.1912, 1.3029], [-1.9873, 3.5923, -0.4105], [2.7902, -1.0165, 1.1836], [-0.5594, -3.2153, 1.4897], [0.5121, -2.2220, -1.0684], [1.3232, -3.1271, 0.1029]], "lumo_energy_ha": -0.0047, "homo_energy_ev": -8.2, "homo_lumo_gap_ev": 8.1}

***

Least stable: 1)

***

1) {"formula": "C21H21NO5S", "method": "ωB97M-V/def2-TZVPD", "species": ["C", "O", "C", "C", "C", "C", "C", "C", "S", "O", "O", "C", "C", "C", "C", "C", "C", "O", "N", "C", "C", "C", "C", "C", "C", "C", "C", "O", "H", "H", "H", "H", "H", "H", "H", "H", "H", "H", "H", "H", "H", "H", "H", "H", "H", "H", "H", "H", "H"], "xyz": [[0.7475, -1.2338, -1.1438], [-0.5460, -0.9325, -0.6654], [-1.3924, -1.9438, -0.3741], [-1.1365, -3.2993, -0.5699], [-2.1105, -4.2366, -0.2662], [-3.3448, -3.8531, 0.2303], [-3.6014, -2.5077, 0.4402], [-2.6349, -1.5724, 0.1418], [-2.9394, 0.1629, 0.5038], [-1.9202, 0.6278, 1.4031], [-4.3045, 0.2844, 0.9405], [-2.8144, 1.0487, -1.1329], [-1.8934, 2.1856, -0.9823], [-2.0447, 3.5425, -1.0864], [-0.8043, 4.1091, -0.7166], [0.0107, 3.0575, -0.3905], [1.3686, 2.9850, 0.1891], [2.2158, 3.8462, 0.0487], [1.5414, 1.8521, 0.9056], [2.7913, 1.5088, 1.5477], [3.3754, 0.2727, 0.9162], [3.3031, -0.9614, 1.5451], [3.7969, -2.0970, 0.9252], [4.3663, -2.0272, -0.3389], [4.9155, -3.2490, -1.0107], [4.4335, -0.7882, -0.9677], [3.9452, 0.3466, -0.3499], [-0.6505, 1.8931, -0.5699], [0.7048, -1.7645, -2.1000], [1.2377, -0.2726, -1.2847], [1.3186, -1.8227, -0.4214], [-0.1838, -3.6275, -0.9539], [-1.8957, -5.2831, -0.4231], [-4.0952, -4.5926, 0.4595], [-4.5392, -2.1556, 0.8394], [-3.8207, 1.3603, -1.3899], [-2.4399, 0.3036, -1.8299], [-2.9269, 4.0668, -1.3917], [-0.5480, 5.1472, -0.6759], [0.7611, 1.2180, 1.0058], [2.6240, 1.3517, 2.6179], [3.4546, 2.3670, 1.4061], [2.8611, -1.0369, 2.5283], [3.7384, -3.0501, 1.4323], [6.0044, -3.2445, -0.9599], [4.5574, -4.1554, -0.5284], [4.6329, -3.2714, -2.0616], [4.8783, -0.7159, -1.9499], [4.0039, 1.3042, -0.8462]], "lumo_energy_ha": 0.0185, "smiles": "COc1ccccc1S(=O)(=O)Cc1ccc(C(=O)NCc2ccc(C)cc2)o1", "homo_energy_ev": -8.7, "homo_lumo_gap_ev": 9.2}

***

2) {"formula": "C21H21NO5S", "method": "ωB97M-V/def2-TZVPD", "species": ["H", "N", "C", "C", "C", "C", "C", "C", "C", "S", "O", "O", "O", "H", "H", "H", "H", "H", "H", "H", "H", "H", "H", "H", "H", "O", "C", "C", "C", "C", "C", "C", "C", "C", "O", "C", "C", "C", "C", "C", "C", "H", "H", "H", "H", "H", "H", "H", "H"], "xyz": [[-3.5342, -1.3743, -1.4302], [-3.1289, -0.7446, -2.1236], [-2.9971, 0.4261, -1.6530], [-2.4296, 1.4818, -2.5634], [-3.4444, 0.8064, -0.2543], [-2.3176, 1.1248, 0.7359], [-1.3289, 2.2356, 0.4434], [-1.9713, 3.6004, 0.1841], [-3.3155, 3.8016, 0.9150], [-3.6734, 2.7400, 2.3112], [-5.0695, 2.4340, 2.2651], [-3.1062, 3.3183, 3.4871], [-2.8653, 1.3949, 2.0531], [-2.3376, 1.0555, -3.5603], [-3.0937, 2.3482, -2.6143], [-1.4464, 1.8179, -2.2351], [-4.1784, 1.6134, -0.3137], [-3.9811, -0.0474, 0.1656], [-1.7545, 0.1979, 0.8575], [-0.7260, 2.3249, 1.3505], [-0.6299, 1.9391, -0.3359], [-1.2751, 4.3675, 0.5245], [-2.1241, 3.7853, -0.8788], [-3.4012, 4.8040, 1.3321], [-4.1465, 3.6443, 0.2318], [0.9548, -0.1479, -0.0366], [1.8103, -1.0093, 0.0021], [2.0902, -1.8654, -1.1838], [1.3607, -1.6620, -2.3493], [1.6191, -2.4338, -3.4690], [2.6080, -3.4108, -3.4302], [3.3304, -3.6251, -2.2685], [3.0719, -2.8572, -1.1401], [3.8474, -3.1203, 0.1065], [4.6686, -4.0098, 0.1584], [3.5748, -2.2516, 1.2881], [4.3004, -2.4557, 2.4550], [4.0750, -1.6504, 3.5586], [3.1246, -0.6368, 3.5025], [2.3946, -0.4328, 2.3442], [2.6144, -1.2397, 1.2342], [0.5930, -0.9006, -2.3648], [1.0490, -2.2755, -4.3748], [2.8119, -4.0088, -4.3086], [4.0965, -4.3866, -2.2203], [5.0370, -3.2468, 2.4827], [4.6413, -1.8107, 4.4666], [2.9531, -0.0067, 4.3652], [1.6494, 0.3488, 2.2878]], "lumo_energy_ha": -0.0434, "smiles": "[H]/N=C(/C)C[C@H]1CCCS(=O)(=O)O1.O=C1c2ccccc2C(=O)c2ccccc21", "homo_energy_ev": -10.0, "homo_lumo_gap_ev": 8.8}

***

Least stable: 1)